[1]
Density functional theory data (the ωB97M-V functional and the def2-TZVPD basis) for a molecular structure, C23H14N8O2S5Yb at a distorted geometry.

Structure (ORCA input):
```
! RIJCOSX wB97M-V def2-TZVPD def2/J DEFGRID3
* xyz -1 2
Yb -0.03 -0.42 1.36
S 0.81 -1.55 3.62
C 2.28 -0.70 3.35
S 2.29 0.61 2.20
C 3.46 -1.05 4.00
C 4.69 -0.41 3.68
N 5.70 0.07 3.38
C 3.51 -2.09 4.98
N 3.59 -2.91 5.78
O -0.69 2.31 1.54
C -1.95 2.68 1.11
C -2.32 4.00 0.98
C -3.59 4.31 0.51
C -4.48 3.31 0.14
C -4.10 1.98 0.26
C -2.84 1.66 0.76
C -2.38 0.27 0.95
O -1.88 -0.05 2.11
N -2.40 -0.53 -0.08
N -1.67 -1.71 0.13
C -2.12 -2.73 -0.48
S -3.63 -2.67 -1.39
C -3.46 -4.36 -2.04
C -2.75 -5.19 -0.99
S -1.27 -4.26 -0.49
H -0.12 3.09 1.56
H -1.62 4.79 1.22
H -3.88 5.35 0.41
H -5.47 3.56 -0.23
H -4.76 1.18 -0.03
H -2.88 -4.32 -2.96
H -4.46 -4.73 -2.25
H -2.41 -6.15 -1.38
H -3.37 -5.35 -0.12
N 0.42 0.67 -0.62
C 0.60 1.66 -1.19
C 0.83 2.90 -1.78
C 1.08 3.02 -3.17
N 1.29 3.11 -4.30
C 0.77 4.02 -0.92
N 0.70 4.90 -0.17
S 1.67 -2.56 0.25
C 2.52 -1.55 -0.83
N 3.52 -0.77 -0.37
C 4.24 0.09 -1.12
C 3.99 0.21 -2.46
C 2.97 -0.58 -3.01
C 2.26 -1.45 -2.22
H 3.62 -0.72 0.64
H 4.99 0.66 -0.60
H 4.55 0.90 -3.06
H 2.72 -0.48 -4.06
H 1.45 -2.05 -2.61
*
```

Summary:
HOMO-LUMO gap (spin up / spin down) = 6.92 / 6.92 eV
expectation value of S² = 0.751
highest occupied orbital energy (spin up / spin down) = -0.1917 / -0.1918 hartree
molar mass = 767.79 g/mol
relative energy (zero: lowest compared OMol25 entry of this formula, charge and spin) = 28.07 kcal/mol

Löwdin population analysis, charges in e, atoms 1 to 8: number 1, Yb, carries 1.17; number 2, S, carries 0.47; number 3, C, carries -1.18; number 4, S, carries 0.48; number 5, C, carries -0.40; number 6, C, carries -0.29; number 7, N, carries 0.12; number 8, C, carries -0.27

[2]
Density functional theory data (the ωB97M-V functional and the def2-TZVPD basis) for a molecular structure, C23H16AsIrO5 at a distorted geometry.

Structure (ORCA input):
```
! RIJCOSX wB97M-V def2-TZVPD def2/J DEFGRID3
* xyz 2 5
O -1.66 3.13 -7.33
C -1.71 2.86 -6.22
Ir -1.75 0.57 -2.57
C -2.14 1.80 -1.08
O -2.61 2.41 -0.21
C -1.78 -1.36 -2.67
O -1.84 -2.51 -2.76
C 0.10 0.95 -3.01
O 1.19 1.18 -3.32
C -3.69 0.89 -2.91
O -4.75 1.30 -3.06
H -1.83 1.04 -4.17
C 2.27 4.11 0.89
C 2.72 2.93 1.48
C 2.08 1.72 1.21
C 0.98 1.68 0.36
C 0.59 2.85 -0.29
C 1.22 4.07 -0.02
As 0.08 -0.22 -0.04
C 1.53 -1.21 0.86
C 2.59 -1.63 0.04
C 3.76 -2.09 0.65
C 3.84 -2.16 2.05
C 2.74 -1.83 2.85
C 1.56 -1.37 2.25
C -1.38 -1.44 0.75
C -1.07 -2.66 1.36
C -2.07 -3.41 1.98
C -3.40 -3.02 1.92
C -3.73 -1.88 1.18
C -2.73 -1.08 0.62
H 2.74 5.06 1.13
H 3.57 2.93 2.17
H 2.45 0.81 1.67
H -0.22 2.86 -1.02
H 0.87 4.97 -0.52
H 2.47 -1.59 -1.05
H 4.60 -2.40 0.03
H 4.77 -2.50 2.52
H 2.79 -1.94 3.94
H 0.67 -1.16 2.84
H -0.04 -3.01 1.39
H -1.79 -4.30 2.55
H -4.17 -3.58 2.44
H -4.78 -1.58 1.09
H -3.02 -0.16 0.08
*
```

Summary:
HOMO-LUMO gap (spin up / spin down) = 5.49 / 3.62 eV
expectation value of S² = 6.037
highest occupied orbital energy (spin up / spin down) = -0.4347 / -0.5391 hartree
molar mass = 639.52 g/mol
relative energy (zero: lowest compared OMol25 entry of this formula, charge and spin) = 7.42 kcal/mol

Löwdin population analysis, charges in e, atoms 1 to 8: number 1, O, carries 0.05; number 2, C, carries 0.01; number 3, Ir, carries 1.02; number 4, C, carries -0.32; number 5, O, carries 0.18; number 6, C, carries -0.29; number 7, O, carries 0.17; number 8, C, carries -0.33

[3]
Density functional theory data (the ωB97M-V functional and the def2-TZVPD basis) for a molecular structure, C23H16BeO6P at a distorted geometry.

Structure (ORCA input):
```
! RIJCOSX wB97M-V def2-TZVPD def2/J DEFGRID3
* xyz 1 1
O 4.20 1.93 -3.87
C 3.62 2.17 -4.83
Be -0.06 -0.23 -2.42
O -0.46 3.01 -2.15
C -0.20 1.98 -2.78
C -1.30 0.94 -2.97
O -2.46 1.04 -3.24
C 1.38 0.36 -4.01
O 2.20 0.17 -4.89
C 1.03 1.72 -3.56
O 1.75 2.69 -3.94
H 0.77 -0.64 -3.40
O 0.44 -0.33 -1.02
P -0.06 -0.43 0.46
C -1.79 0.00 0.46
C -2.18 1.33 0.73
C -3.51 1.71 0.60
C -4.47 0.78 0.17
C -4.08 -0.54 -0.11
C -2.75 -0.93 0.05
C 0.29 -2.11 0.95
C 0.97 -2.38 2.15
C 1.28 -3.70 2.49
C 0.91 -4.75 1.64
C 0.23 -4.49 0.45
C -0.08 -3.17 0.10
C 0.87 0.77 1.39
C 1.92 1.47 0.78
C 2.63 2.43 1.51
C 2.31 2.69 2.84
C 1.26 1.99 3.46
C 0.54 1.03 2.74
H -1.42 2.06 1.02
H -3.80 2.73 0.83
H -5.50 1.09 0.04
H -4.82 -1.26 -0.46
H -2.45 -1.96 -0.17
H 1.27 -1.56 2.79
H 1.81 -3.90 3.42
H 1.15 -5.78 1.92
H -0.06 -5.30 -0.21
H -0.60 -2.97 -0.85
H 2.18 1.27 -0.26
H 3.44 2.97 1.02
H 2.87 3.44 3.40
H 1.00 2.19 4.50
H -0.28 0.50 3.21
*
```

Summary:
HOMO-LUMO gap (spin up / spin down) = 6.95 / 5.48 eV
highest occupied orbital energy (spin up / spin down) = -0.4658 / -0.4356 hartree
molar mass = 428.36 g/mol
relative energy (zero: lowest compared OMol25 entry of this formula, charge and spin) = 0.00 kcal/mol

Löwdin population analysis, charges in e, atoms 1 to 8: number 1, O, carries 0.05; number 2, C, carries 0.01; number 3, Be, carries 0.29; number 4, O, carries 0.17; number 5, C, carries -0.32; number 6, C, carries -0.16; number 7, O, carries 0.19; number 8, C, carries -0.10

[4]
Density functional theory data (the ωB97M-V functional and the def2-TZVPD basis) for a molecular structure, C23H16BrFInN2O at a distorted geometry.

Structure (ORCA input):
```
! RIJCOSX wB97M-V def2-TZVPD def2/J DEFGRID3
* xyz 1 1
In -1.53 0.17 -1.08
Br -1.99 -4.09 4.78
C -2.22 -2.79 3.43
C -3.48 -2.61 2.85
C -3.66 -1.65 1.88
C -2.60 -0.85 1.42
O -2.86 0.08 0.51
C -1.33 -1.05 2.01
C -0.19 -0.22 1.70
N -0.04 0.37 0.57
C 0.85 1.44 0.35
C 2.13 1.57 0.82
C 2.86 2.75 0.58
C 2.30 3.80 -0.10
C 0.99 3.69 -0.62
C 0.32 4.75 -1.28
C -0.96 4.57 -1.72
C -1.57 3.32 -1.57
N -0.97 2.31 -0.96
C 0.29 2.49 -0.44
C -1.17 -2.00 3.04
H -4.31 -3.22 3.18
H -4.64 -1.49 1.45
H 0.54 -0.04 2.49
H 2.57 0.76 1.39
H 3.87 2.83 0.96
H 2.85 4.72 -0.25
H 0.83 5.69 -1.42
H -1.51 5.37 -2.21
H -2.56 3.14 -1.96
H -0.20 -2.12 3.51
F 4.41 -2.62 -1.66
C 3.08 -2.44 -1.66
C 2.36 -2.83 -0.55
C 0.98 -2.64 -0.56
C 0.34 -2.07 -1.66
C -1.13 -1.86 -1.64
C 1.11 -1.70 -2.76
C 2.48 -1.88 -2.78
H 2.86 -3.29 0.29
H 0.40 -2.95 0.30
H -1.60 -2.37 -0.79
H -1.62 -2.19 -2.56
H 0.63 -1.26 -3.63
H 3.09 -1.61 -3.63
*
```

Summary:
HOMO-LUMO gap = 6.70 eV
highest occupied orbital energy = -0.3987 hartree
molar mass = 550.11 g/mol
relative energy (zero: lowest compared OMol25 entry of this formula, charge and spin) = 0.00 kcal/mol

Löwdin population analysis, charges in e, atoms 1 to 8: number 1, In, carries 1.13; number 2, Br, carries 0.77; number 3, C, carries -0.69; number 4, C, carries -0.09; number 5, C, carries 0.01; number 6, C, carries -0.36; number 7, O, carries -0.18; number 8, C, carries -0.15

[5]
Density functional theory data (the ωB97M-V functional and the def2-TZVPD basis) for a gas-phase ion, C23H16BrO4S (charge -1) at a distorted geometry.

Structure (ORCA input):
```
! RIJCOSX wB97M-V def2-TZVPD def2/J DEFGRID3
* xyz -1 1
O 1.53 0.01 -3.42
C 0.42 0.41 -3.06
C -0.03 0.85 -1.75
C 0.87 0.69 -0.57
C 0.55 1.61 0.60
C -0.58 1.40 1.39
C -0.91 2.32 2.39
C -0.09 3.43 2.63
C 1.04 3.66 1.82
C 1.36 2.73 0.83
C 1.02 -0.81 -0.34
Br -0.56 -1.92 -0.37
S 2.15 -1.42 0.99
O 3.05 -2.38 0.39
O 2.64 -0.18 1.56
C 1.42 -2.36 2.38
C 0.76 -1.65 3.39
C 0.26 -2.32 4.51
C 0.49 -3.69 4.66
C 1.15 -4.41 3.65
C 1.62 -3.74 2.52
C -1.44 1.20 -1.76
O -2.19 1.54 -0.83
C -1.86 0.99 -3.19
C -3.10 1.19 -3.77
C -3.23 0.95 -5.15
C -2.13 0.50 -5.91
C -0.90 0.27 -5.30
C -0.78 0.53 -3.94
H 1.83 1.01 -0.96
H -1.23 0.54 1.22
H -1.82 2.13 2.98
H -0.36 4.15 3.40
H 1.68 4.53 1.98
H 2.26 2.87 0.21
H 1.53 -1.17 -1.25
H 0.65 -0.57 3.31
H -0.30 -1.75 5.26
H 0.14 -4.21 5.56
H 1.31 -5.49 3.76
H 2.17 -4.30 1.76
H -3.93 1.51 -3.14
H -4.19 1.10 -5.62
H -2.25 0.31 -6.98
H -0.03 -0.09 -5.84
*
```

Summary:
HOMO-LUMO gap = 6.73 eV
highest occupied orbital energy = -0.1505 hartree
molar mass = 468.35 g/mol
SMILES = O=C1C([C@@H](c2ccccc2)[C@H](Br)S(=O)(=O)c2ccccc2)=C([O-])c2ccccc21

Löwdin population analysis, charges in e, atoms 1 to 8: number 1, O, carries 0.02; number 2, C, carries -0.37; number 3, C, carries -0.14; number 4, C, carries -0.29; number 5, C, carries -0.18; number 6, C, carries -0.06; number 7, C, carries -0.08; number 8, C, carries -0.11

[6]
Density functional theory data (the ωB97M-V functional and the def2-TZVPD basis) for a molecular structure, C23H16Cl2F6N3O2PRu at a distorted geometry.

Structure (ORCA input):
```
! RIJCOSX wB97M-V def2-TZVPD def2/J DEFGRID3
* xyz 0 5
Ru -1.47 -0.12 -0.57
C 2.37 -0.56 0.46
O 1.51 0.37 -0.21
C 2.08 1.11 -1.20
C 3.37 0.96 -1.67
C 3.84 1.78 -2.69
C 3.03 2.77 -3.23
C 1.74 2.94 -2.75
C 1.27 2.12 -1.75
N -0.02 2.28 -1.25
N -1.47 2.86 0.70
C -2.06 2.27 1.83
C -2.11 0.91 2.12
O -1.56 -0.04 1.36
C -2.78 0.45 3.29
C -3.42 1.31 4.11
C -3.44 2.70 3.84
C -4.14 3.60 4.67
C -4.17 4.94 4.38
C -3.49 5.43 3.26
C -2.80 4.58 2.43
C -2.77 3.19 2.70
H 2.71 -1.33 -0.23
H 1.76 -1.01 1.23
H 3.21 -0.03 0.90
H 4.01 0.19 -1.27
H 4.85 1.65 -3.05
H 3.40 3.41 -4.02
H 1.09 3.70 -3.15
H -2.75 -0.62 3.48
H -3.92 0.94 5.00
H -4.65 3.21 5.54
H -4.71 5.62 5.03
H -3.51 6.49 3.04
H -2.27 4.96 1.57
Cl -1.28 2.00 -0.61
C -2.54 2.59 -1.50
C -3.49 3.15 -2.25
C -4.80 2.62 -2.39
C -5.26 1.36 -1.97
C -4.53 0.23 -1.67
Cl -5.27 -1.14 -0.96
C -3.16 0.04 -2.03
N -2.18 -0.18 -2.65
H -3.29 4.10 -2.74
H -5.54 3.28 -2.82
H -6.33 1.24 -1.88
F -1.71 -2.19 -0.60
P -0.53 -3.45 -0.19
F 0.56 -4.54 0.16
F -1.64 -4.07 0.77
F -0.06 -2.47 1.00
F -1.12 -4.26 -1.42
F 0.46 -2.65 -1.19
*
```

Summary:
HOMO-LUMO gap (spin up / spin down) = 6.62 / 4.87 eV
expectation value of S² = 6.102
highest occupied orbital energy (spin up / spin down) = -0.2843 / -0.2867 hartree
molar mass = 683.34 g/mol
relative energy (zero: lowest compared OMol25 entry of this formula, charge and spin) = 30.92 kcal/mol

Löwdin population analysis, charges in e, atoms 1 to 8: number 1, Ru, carries 1.19; number 2, C, carries -0.05; number 3, O, carries -0.11; number 4, C, carries -0.24; number 5, C, carries -0.01; number 6, C, carries -0.08; number 7, C, carries -0.09; number 8, C, carries -0.02